No. 1
Formula: C38H65N5O15
Source: OMol25
Level of theory: ωB97M-V with the def2-TZVPD basis set

Last column: Mulliken charge in e.
Positions of all 123 atoms, in Å:
1 H -11.11 -3.18 24.68  -0.44
2 H -15.42 -1.01 21.98  -0.46
3 H -16.58 -5.57 20.76  0.30
4 H -11.21 -3.03 19.18  0.56
5 H -8.34 -8.29 26.77  0.29
6 H -13.67 0.80 19.64  -0.03
7 O -11.69 -6.80 17.96  -0.21
8 H -13.13 -1.61 22.06  -0.71
9 C -7.36 -7.98 24.83  0.40
10 H -11.14 -8.47 16.80  0.30
11 H -10.00 -4.33 20.42  0.30
12 H -17.55 -0.80 20.70  0.20
13 H -13.82 2.47 19.64  0.35
14 H -9.42 -1.43 25.41  -0.72
15 H -12.74 -3.66 23.08  -1.69
16 C -13.13 -10.91 21.84  -1.39
17 C -12.76 -7.46 23.37  -0.04
18 C -12.85 -1.55 23.09  1.92
19 N -12.82 -6.71 24.23  -0.49
20 C -11.10 -7.42 16.82  -0.87
21 H -9.89 -3.25 27.12  0.31
22 H -14.12 -3.08 23.97  0.06
23 C -14.46 -5.32 21.26  0.92
24 C -18.37 -2.33 21.85  -1.45
25 O -7.93 -6.88 24.27  -0.32
26 H -12.64 -2.16 19.21  0.52
27 H -16.86 2.51 24.06  0.29
28 H -10.07 -7.13 16.63  0.36
29 H -10.96 -0.39 19.10  0.66
30 O -16.37 1.63 22.25  -0.33
31 H -11.91 -1.05 23.23  -1.52
32 H -11.63 1.48 22.50  0.06
33 C -13.06 -2.91 23.71  1.64
34 H -12.21 -11.44 22.22  0.32
35 H -12.43 -4.14 25.43  0.54
36 H -10.29 0.08 24.06  -1.38
37 C -7.86 -2.41 26.81  0.36
38 N -17.02 -4.13 23.99  -0.54
39 C -9.17 -6.72 24.65  0.67
40 C -10.44 1.18 24.26  1.42
41 H -9.44 1.63 24.55  0.42
42 O -7.70 -1.68 28.00  -0.38
43 O -14.01 1.25 22.14  -0.34
44 H -15.45 -6.74 23.44  0.18
45 N -12.46 -1.30 26.71  -0.69
46 C -13.56 -9.60 22.52  -0.40
47 H -6.79 -2.80 26.55  0.27
48 H -6.43 -7.34 26.74  0.31
49 H -19.34 -2.16 21.39  0.40
50 C -12.65 -8.46 22.26  0.30
51 O -11.43 -5.75 19.85  0.03
52 H -7.07 -8.64 23.98  0.30
53 H -8.66 -9.54 25.72  0.46
54 H -13.51 -0.81 23.55  0.34
55 H -14.20 -4.91 20.30  0.38
56 H -11.83 -0.29 20.57  -0.79
57 H -8.93 -4.13 26.12  0.27
58 C -17.28 -1.86 20.87  0.68
59 H -15.78 -7.04 20.77  0.42
60 C -9.82 -0.86 20.64  -0.86
61 N -9.43 -2.17 22.90  -0.28
62 O -9.51 -6.42 18.85  -0.68
63 H -12.03 -2.85 20.63  -0.11
64 C -12.33 -2.14 25.92  -0.12
65 O -7.99 -0.19 26.57  -0.40
66 O -15.50 1.34 20.29  -0.28
67 H -18.07 -3.37 21.98  0.29
68 H -11.56 -7.13 15.92  0.33
69 C -16.61 -5.06 23.46  0.17
70 C -10.68 -5.11 20.85  -0.35
71 C -11.15 -0.95 20.00  0.68
72 H -12.39 1.13 25.32  0.13
73 C -8.86 -3.62 27.04  -1.32
74 C -8.54 -8.52 25.69  -0.72
75 C -15.78 -6.04 21.33  -0.57
76 H -13.61 -5.96 21.51  -0.76
77 H -9.06 -1.48 20.10  0.44
78 H -17.00 -6.96 22.79  0.56
79 C -7.55 -0.43 27.77  0.65
80 H -12.86 -7.97 21.25  0.23
81 H -5.53 -8.53 26.04  0.43
82 H -10.07 -5.84 21.45  0.48
83 C -16.42 1.56 23.66  -0.58
84 C -15.85 -1.86 21.40  1.26
85 C -12.19 -3.20 24.91  0.74
86 O -9.83 -5.85 24.20  -0.47
87 C -14.40 1.59 19.41  -0.46
88 C -11.35 1.32 25.40  0.02
89 C -6.11 -7.68 25.76  -1.41
90 C -16.19 -6.28 22.79  -0.46
91 H -10.05 2.32 22.36  0.33
92 H -8.41 -4.38 27.73  0.43
93 O -17.08 -2.54 19.67  -0.37
94 H -18.34 -1.88 22.75  0.38
95 O -15.37 -3.23 18.40  -0.72
96 C -11.27 2.68 25.96  -0.10
97 O -9.66 -7.66 25.30  -0.32
98 H -7.61 -1.59 24.82  0.14
99 C -10.86 -6.38 18.83  0.65
100 H -11.29 -4.74 21.65  -0.40
101 H -15.54 1.24 24.16  0.23
102 H -5.31 -7.06 25.33  0.33
103 H -13.11 -10.90 20.76  0.35
104 H -11.60 -8.84 22.30  0.30
105 C -8.33 -1.36 25.75  0.97
106 N -11.30 3.75 26.45  -0.56
107 O -15.11 -2.16 20.24  0.37
108 H -15.73 -2.73 22.04  -0.91
109 O -7.01 0.42 28.44  -0.62
110 C -11.79 -2.29 19.74  -1.07
111 H -17.17 0.83 23.89  0.26
112 H -14.50 -4.41 21.87  -0.74
113 C -15.86 -2.69 19.40  0.37
114 H -9.50 0.16 20.81  0.37
115 H -11.21 3.05 23.24  0.47
116 H -13.51 -9.66 23.63  0.37
117 H -11.01 0.71 26.18  0.30
118 C -9.60 -1.58 21.92  0.01
119 H -14.61 -9.33 22.34  0.19
120 H -13.89 -11.70 21.89  0.42
121 C -10.83 2.08 23.06  -1.18
122 H -14.65 1.58 18.39  0.31
123 C -15.25 1.49 21.61  0.54

SMILES string: C[C@H]1COC(=O)O1.C[C@H]1COC(=O)O1.C[C@H]1COC(=O)O1.COC(=O)OC.COC(=O)OC.CCCC#N.CCCC#N.CCCC#N.CCCC#N.CCCC#N
Charge: 0
Frontier orbital gap in eV: 10.22
Energy above the lowest of the compared OMol25 structures with the same formula, charge and spin in kcal/mol: 0.00



No. 2
Formula: C39H80I2O8P
Source: OMol25
Level of theory: ωB97M-V with the def2-TZVPD basis set

Last column: Mulliken charge in e.
Positions of all 130 atoms, in Å:
1 C 6.25 -7.04 -7.82  -1.11
2 H 9.75 -5.44 -6.99  0.32
3 H 5.80 -1.55 -6.67  0.44
4 H -11.08 5.64 5.21  0.27
5 H -5.46 1.33 2.16  0.25
6 I 5.69 1.46 3.62  0.03
7 H -0.66 -3.75 1.84  0.34
8 H 5.79 -4.96 -7.62  0.24
9 C 0.15 2.05 -3.44  -0.86
10 C -3.75 0.57 0.13  -0.12
11 H 7.51 -3.45 -2.15  0.40
12 H -8.58 6.71 6.62  0.33
13 H 6.10 -7.26 -6.76  0.30
14 C 0.68 -1.42 0.79  -0.54
15 O 4.80 -1.89 -3.45  -0.30
16 H 4.49 -2.58 -6.07  0.32
17 C 2.98 1.44 -2.83  -0.62
18 H -10.24 3.63 5.45  0.28
19 C -3.34 0.04 -1.31  -0.02
20 H -8.65 6.36 4.91  0.30
21 H 0.93 -1.52 1.89  0.42
22 H -9.14 4.79 3.46  0.32
23 C 5.57 -2.98 -2.97  -0.37
24 H 3.34 -0.74 -1.32  0.24
25 H 4.19 1.05 -0.47  -0.38
26 H 0.23 1.33 -0.01  0.22
27 C 6.98 -2.59 -2.55  -1.14
28 H 5.59 -3.79 -3.70  0.32
29 H 7.56 -2.20 -3.39  0.27
30 H 4.99 0.51 1.20  -0.05
31 H 10.33 -6.22 -9.26  0.38
32 H -2.75 -3.81 0.15  0.46
33 H 3.38 3.74 -5.36  0.39
34 H -4.88 2.25 -0.76  0.25
35 H -0.63 -4.68 0.29  0.41
36 H -3.80 -0.95 6.19  0.30
37 C 0.54 0.92 -2.61  0.24
38 H -7.62 0.49 6.13  0.38
39 H 4.59 -0.43 -4.83  0.23
40 H -4.40 -0.46 7.77  0.28
41 H -3.13 2.56 -0.50  0.23
42 H 0.62 -2.94 -0.90  0.10
43 H 1.53 -3.45 0.62  0.50
44 O -5.69 0.95 5.76  -0.38
45 C 1.93 0.59 -2.26  0.45
46 H -7.69 1.26 8.48  0.38
47 H 1.62 2.79 5.04  0.23
48 C -3.35 -1.52 -1.44  -1.05
49 H -2.37 0.53 -1.58  -0.31
50 H 3.13 3.69 5.33  0.29
51 C 3.69 3.51 -4.31  -1.46
52 H -6.48 -0.42 7.09  0.34
53 H 3.72 4.44 -3.69  0.31
54 H 0.89 3.78 -4.59  0.34
55 P 3.73 1.19 0.91  0.88
56 O 2.22 1.94 0.53  -0.68
57 I 4.21 4.60 2.95  0.05
58 C 6.61 -5.58 -8.00  -0.17
59 C -6.88 1.58 7.82  -1.19
60 C -3.81 -0.13 6.91  -1.16
61 H -1.78 -2.96 -1.91  0.44
62 C 5.30 -1.22 -4.60  -0.27
63 H -0.26 0.91 1.97  0.23
64 O 3.01 -0.42 0.90  -0.68
65 C 2.59 2.57 -3.67  0.67
66 H 4.67 2.98 -4.25  0.30
67 H 5.33 -7.28 -8.35  0.39
68 H 4.06 1.25 -2.65  0.25
69 C 0.66 -2.88 0.21  -0.55
70 C 1.15 1.01 0.54  0.14
71 H 8.64 -6.12 -9.76  0.27
72 C 3.65 1.46 2.82  -1.56
73 H -0.32 -0.92 0.70  -0.55
74 C -8.75 3.87 3.89  -1.20
75 H -4.64 -0.03 0.46  0.40
76 H -5.98 1.70 8.42  0.37
77 C 2.74 2.75 4.87  -0.84
78 H -4.14 -1.95 -0.77  0.33
79 C -4.38 1.12 6.27  -0.22
80 H 7.03 -7.70 -8.19  0.26
81 H -7.66 3.90 3.79  0.32
82 H -2.79 0.05 7.26  0.41
83 H -4.11 0.46 -2.03  0.51
84 H -9.13 3.04 3.30  0.41
85 H 1.82 -1.54 -1.85  0.21
86 H -7.13 2.56 7.41  0.35
87 H -10.81 7.31 5.73  0.39
88 C 1.20 2.90 -3.97  -0.57
89 H -8.74 2.77 5.72  -0.03
90 H -0.23 0.25 -2.15  -0.17
91 H 8.89 -6.92 -7.35  0.31
92 H -3.69 1.44 2.75  0.03
93 C -0.64 -3.64 0.73  -1.02
94 H 3.19 1.83 5.32  0.28
95 C -9.15 3.71 5.34  0.07
96 H -2.87 0.41 0.80  -0.08
97 O 7.77 -5.18 -7.29  -0.36
98 H -1.15 -1.44 -1.18  -1.42
99 H 1.99 3.02 2.83  0.40
100 H -4.36 1.97 6.97  0.28
101 C 2.22 -0.63 -1.33  -0.90
102 C -2.00 -2.97 0.28  -0.70
103 H -3.64 -1.76 -2.51  0.34
104 C 5.45 -2.13 -5.81  -1.18
105 C -9.05 6.06 5.88  -0.35
106 H 6.16 -2.94 -5.64  0.24
107 O -8.65 4.73 6.19  -0.39
108 C -1.95 -2.21 -1.09  1.52
109 H -3.75 1.41 5.43  0.31
110 H 6.25 -0.73 -4.36  0.35
111 C 2.98 2.82 3.28  -0.18
112 C -4.57 2.00 2.32  -0.27
113 O -4.25 2.83 1.21  -0.39
114 C 9.38 -5.70 -9.07  -1.04
115 O 0.70 1.06 1.94  -0.57
116 H 5.04 -3.36 -2.09  0.38
117 C -10.56 6.26 5.94  -1.03
118 H 3.08 0.60 3.29  0.60
119 H 6.71 -5.33 -9.07  0.27
120 C -6.69 0.57 6.69  -0.43
121 H -4.89 2.70 3.15  0.24
122 H 9.50 -4.65 -9.33  0.29
123 C -4.05 2.10 -0.01  -0.51
124 H 4.53 2.41 0.87  0.08
125 H -10.94 6.00 6.93  0.28
126 C 8.97 -5.86 -7.62  -0.37
127 H -2.44 -2.27 1.04  0.19
128 H -0.94 2.20 -3.61  0.34
129 C 1.76 -0.45 0.18  1.96
130 H 6.95 -1.81 -1.79  0.32

Charge: -1
Frontier orbital gap in eV: 6.19



No. 3
Formula: C4H10O2S
Source: OMol25
Level of theory: ωB97M-V with the def2-TZVPD basis set

Last column: Mulliken charge in e.
Positions of all 17 atoms, in Å:
1 H 0.44 0.44 -2.02  0.41
2 H 1.73 -2.59 0.33  0.31
3 C -0.22 0.92 -0.08  0.83
4 C -1.02 2.17 -0.52  -1.41
5 H -1.15 2.11 -1.52  0.40
6 H 0.95 -3.42 1.70  0.29
7 O 0.16 0.91 1.20  -0.53
8 H 1.39 -0.47 -0.64  0.07
9 O -1.84 -0.74 1.30  -0.47
10 S -1.52 -0.59 -0.13  0.27
11 C 0.95 -3.20 0.66  -0.82
12 H 1.60 1.36 -1.12  0.34
13 H -1.81 2.35 0.20  0.37
14 H 0.04 0.07 1.71  0.34
15 H -0.46 3.15 -0.38  0.38
16 H -0.09 -2.99 0.38  0.24
17 C 0.86 0.52 -1.06  -1.00

Charge: 0
Spin multiplicity: 3
Frontier orbital gap (spin up / spin down) in eV: 9.59 / 8.50
Energy above the lowest of the compared OMol25 structures with the same formula, charge and spin in kcal/mol: 0.00



No. 4
Formula: C3H6FNO
Source: OMol25
Level of theory: ωB97M-V with the def2-TZVPD basis set

Last column: Mulliken charge in e.
Positions of all 12 atoms, in Å:
1 C -0.82 -0.42 1.86  -0.64
2 C -0.17 0.47 -0.21  0.37
3 H -1.43 0.48 1.79  0.30
4 O 0.10 -0.31 0.75  -0.25
5 N -0.80 1.32 -0.80  -0.39
6 F 2.19 0.66 -2.07  -0.26
7 H 0.91 -0.57 -2.62  0.28
8 C 1.47 -0.47 -1.73  -0.42
9 H -0.20 -0.35 2.87  0.21
10 H -1.68 1.77 -0.62  0.22
11 H -1.41 -1.31 1.99  0.26
12 H 1.85 -1.26 -1.21  0.32

Charge: 0
Frontier orbital gap (spin up / spin down) in eV: 7.95 / 7.94
Energy above the lowest of the compared OMol25 structures with the same formula, charge and spin in kcal/mol: 135.17



No. 5
Formula: C6H4N4O
Source: OMol25
Level of theory: ωB97M-V with the def2-TZVPD basis set

Last column: Mulliken charge in e.
Positions of all 15 atoms, in Å:
1 O 0.01 -0.34 -0.70  -0.29
2 H 1.29 -2.82 1.10  0.35
3 C 0.12 -0.42 1.46  0.51
4 N -0.33 0.88 1.15  -0.66
5 C -0.79 1.99 -1.13  -0.51
6 C -0.38 1.62 -2.55  0.27
7 H 1.15 -2.48 -0.78  0.28
8 N -0.06 1.49 -3.65  -0.39
9 C -0.41 0.90 -0.22  0.55
10 N 0.67 -2.44 0.08  -0.59
11 H -0.41 2.84 -0.64  0.35
12 C 0.35 -1.08 0.31  0.41
13 H -1.95 2.09 -1.03  0.24
14 C 0.29 -0.89 2.79  -0.10
15 N 0.45 -1.33 3.83  -0.44

SMILES string: N#CCc1nc(C#N)c(N)o1
Charge: 0
Frontier orbital gap in eV: 9.36
Energy above the lowest of the compared OMol25 structures with the same formula, charge and spin in kcal/mol: 29.06



No. 6
Formula: C3H11N2O
Source: OMol25
Level of theory: ωB97M-V with the def2-TZVPD basis set

Last column: Mulliken charge in e.
Positions of all 17 atoms, in Å:
1 H 0.42 -0.24 2.42  0.37
2 H -1.37 1.97 1.59  0.34
3 O 0.43 0.48 -0.49  -0.75
4 H 0.30 2.04 1.57  0.32
5 H -0.14 -0.24 -3.37  0.34
6 C -0.51 1.56 2.12  -0.82
7 H -0.43 -0.12 0.98  0.21
8 C -0.49 -0.60 -2.40  -1.09
9 H -1.33 0.03 -2.12  0.28
10 H -1.24 -0.31 2.49  0.37
11 C 0.55 -0.42 -1.34  0.72
12 H 2.21 -1.40 -0.55  0.23
13 N 1.61 -1.24 -1.36  -0.35
14 H -0.77 -1.62 -2.60  0.40
15 H -0.50 1.95 3.14  0.36
16 N -0.45 0.10 2.00  -0.15
17 H 1.70 -1.95 -2.06  0.21

Charge: +1
Frontier orbital gap in eV: 10.91
Energy above the lowest of the compared OMol25 structures with the same formula, charge and spin in kcal/mol: 7.67